Computed, not measured: 2 unconnected molecules or ions with the total composition C2H5BrS3 in a non-equilibrium geometry, with wB97M-V/def2-TZVPD.

Geometry as XYZ:
```
11
Properties=species:S:1:pos:R:3:forces:R:3
C 0.14726 -1.28481 0.11081 -0.44 0.22 0.32
C 0.62828 1.39493 0.22798 1.03 -0.77 0.55
S -1.54827 -1.81409 0.50194 0.24 -0.13 0.02
S 0.71314 0.05768 1.21508 -0.28 0.23 -0.70
S 3.88102 1.25237 -0.15285 -0.61 0.53 -0.21
Br 3.59259 -0.76860 0.44600 0.00 -0.44 0.21
H 0.78931 -2.14618 0.28203 0.02 0.08 -0.07
H 0.21044 -0.95436 -0.92200 0.24 -0.01 0.04
H 0.79860 2.35344 0.67765 -0.05 0.21 0.13
H 0.46627 1.31386 -0.82963 -0.09 -0.03 -0.24
H -2.12252 -0.63256 0.26790 -0.06 0.12 -0.06
```
Positions in Å, forces in eV/Å.

Calculated values
* Kohn-Sham gap (spin up / spin down): 7.1 / 5.7 eV
* ΔE to the lowest compared entry with this formula, charge and spin: 71.77 kJ/mol
* total energy: -3847.67833 hartree
* charge: 0
* LUMO (spin up / spin down): -0.934 / -1.850 eV

How positive or negative is each atom? The Mulliken charges in e answer that: number 1, C, carries -0.579; number 2, C, carries -0.559; number 3, S, carries -0.151; number 4, S, carries 0.192; number 5, S, carries -0.309; number 6, Br, carries -0.053; number 7, H, carries 0.303; number 8, H, carries 0.384; number 9, H, carries 0.331; number 10, H, carries 0.310; number 11, H, carries 0.132

Computed, not measured: C2H5BrSi in the gas phase in a non-equilibrium geometry, with wB97M-V/def2-TZVPD.

Geometry as XYZ:
```
9
Properties=species:S:1:pos:R:3:forces:R:3
C -1.41302 -0.79323 0.25485 -0.04 0.10 0.11
C -0.28510 -0.53274 -0.38977 0.37 0.47 0.00
Si 0.81367 0.93767 -0.02487 1.87 -1.71 -0.10
Br 3.07930 0.01142 0.06241 -1.75 0.72 -0.08
H -2.01944 -1.65502 0.02555 -0.09 -0.17 -0.08
H -1.78549 -0.15608 1.04231 -0.04 0.12 0.18
H 0.03669 -1.21431 -1.16866 0.06 -0.01 -0.08
H 0.65128 1.49898 1.30575 -0.27 0.22 0.20
H 0.92211 1.90331 -1.10756 -0.11 0.26 -0.14
```
Positions in Å, forces in eV/Å.

Calculated values
* Kohn-Sham gap: 10.5 eV
* SMILES: C=C[SiH2]Br
* ΔE to the lowest compared entry with this formula, charge and spin: 0.00 kJ/mol
* total energy: -2942.70950 hartree
* charge: 0
* LUMO: 0.378 eV

How positive or negative is each atom? The Mulliken charges in e answer that: number 1, C, carries -0.627; number 2, C, carries -0.181; number 3, Si, carries 0.547; number 4, Br, carries -0.318; number 5, H, carries 0.250; number 6, H, carries 0.216; number 7, H, carries 0.305; number 8, H, carries -0.101; number 9, H, carries -0.088